ORCA calculation (ωB97M-V/def2-TZVPD) on C27H21ClEuN6S6Se as an isolated structure.

The geometry in XYZ format:
```
63
Properties=species:S:1:pos:R:3:forces:R:3:mulliken_charge:R:1
Eu -0.28116 0.53634 -0.65010 0.95 -1.56 -0.73 0.54
S -3.45523 6.98475 1.99728 0.00 0.07 -0.04 -0.19
C -2.76604 5.68674 1.30543 -0.02 -0.13 0.15 0.11
S -3.65300 4.46775 0.44273 0.05 0.05 -0.03 -0.03
C -2.32636 3.40713 0.05846 -0.10 0.02 0.01 0.12
C -1.06532 3.83144 0.52573 0.04 0.11 0.01 0.21
S 0.41659 3.06024 0.28651 -0.03 0.45 0.21 -0.33
S -1.06967 5.32580 1.41479 -0.02 0.03 -0.07 -0.03
S -2.64673 2.01377 -0.82458 -0.25 0.38 0.02 -0.30
C 4.19656 0.93119 0.75952 0.06 0.00 0.05 -1.28
C 3.07589 1.14111 -0.01384 -0.02 -0.13 -0.02 -0.07
N 2.18303 0.19165 -0.32048 -0.23 0.02 0.21 -0.12
C 2.44186 -1.09609 0.12085 0.06 0.11 -0.08 -0.15
C 3.56042 -1.38098 0.95852 0.04 0.11 -0.04 1.43
C 4.42291 -0.35401 1.27500 0.06 0.07 0.03 -0.66
C 3.76173 -2.73262 1.41911 -0.04 0.01 -0.02 -0.90
C 2.94709 -3.72594 1.02415 0.00 0.03 -0.01 -0.97
C 1.83627 -3.46873 0.13858 -0.12 -0.08 -0.07 1.57
C 1.01330 -4.46724 -0.33496 -0.06 -0.04 -0.05 -0.68
C -0.03418 -4.14389 -1.22609 0.03 -0.17 0.07 -1.02
C -0.25390 -2.82740 -1.53724 0.13 0.11 0.06 -0.44
N 0.48148 -1.80910 -1.05275 -0.14 0.33 0.34 -0.14
C 1.57980 -2.12737 -0.27021 -0.06 0.03 -0.06 -0.49
H 4.86897 1.75297 0.96099 0.01 -0.03 0.01 0.44
H 2.87701 2.13081 -0.41005 -0.03 0.00 -0.01 0.49
H 5.27994 -0.55881 1.90642 0.00 0.04 -0.01 0.42
H 4.60060 -2.92898 2.07717 -0.01 0.00 -0.02 0.40
H 3.11550 -4.74563 1.35043 -0.02 0.01 0.00 0.40
H 1.19597 -5.49222 -0.03486 -0.04 0.00 -0.03 0.43
H -0.66592 -4.90902 -1.65573 0.03 -0.01 0.01 0.44
H -1.05318 -2.54472 -2.21191 0.00 0.05 -0.01 0.62
C -3.60375 -2.12676 -0.68716 0.01 0.09 0.04 -0.91
S -2.64499 -1.29269 0.59229 0.03 0.06 -0.11 0.43
C -3.95086 -0.28016 1.31602 0.06 -0.06 0.01 -1.13
H -3.84270 -1.44278 -1.50062 -0.03 -0.01 0.00 0.08
H -4.51944 -2.50944 -0.23942 0.01 -0.04 -0.03 0.49
H -3.00745 -2.95818 -1.05367 -0.02 0.00 -0.02 0.25
H -4.66211 -0.92662 1.82757 -0.01 0.02 0.01 0.41
H -4.44653 0.30989 0.54861 0.00 0.02 0.02 0.34
H -3.48549 0.39176 2.03552 -0.02 0.01 0.01 0.30
Cl -0.19345 -3.25779 4.31960 0.01 0.00 0.00 -0.23
C 0.17817 -1.64886 3.81113 0.02 -0.03 -0.02 -0.49
C 0.62798 -0.70228 4.71044 0.03 0.04 0.08 -0.16
C 0.92777 0.55859 4.22522 0.05 0.01 0.02 -1.02
C 0.74713 0.82657 2.88020 0.02 -0.06 -0.04 -0.17
N 0.29083 -0.08562 2.01505 -0.38 0.09 -0.07 0.74
C 0.02450 -1.30932 2.47903 0.17 -0.09 -0.16 -0.29
H 0.74591 -0.94881 5.75699 0.01 -0.02 -0.01 0.47
H 1.30447 1.33097 4.88098 -0.02 0.00 0.00 0.45
H 0.98157 1.80045 2.47375 -0.03 0.02 0.00 0.31
H -0.29911 -2.05820 1.76793 -0.04 0.04 0.03 0.51
Se -2.66009 -0.41859 -4.01489 -0.13 -0.22 0.10 0.14
N -2.31033 0.92066 -5.14261 0.10 0.22 -0.15 -0.90
C -1.25419 1.58071 -4.65856 0.05 0.03 0.06 0.44
C -0.65804 2.73159 -5.19079 0.05 0.01 0.04 -0.67
C 0.40024 3.31241 -4.49005 -0.08 0.02 -0.12 -0.70
C 0.85266 2.76579 -3.30687 0.08 -0.15 0.11 -0.32
N 0.33918 1.63684 -2.76999 -0.32 0.07 0.03 -0.04
C -0.68735 1.06501 -3.42922 -0.07 -0.09 -0.13 0.85
N -1.27972 -0.01511 -2.90656 0.14 0.15 0.38 -0.25
H -1.03341 3.15684 -6.11167 0.00 0.01 0.02 0.46
H 0.87237 4.21310 -4.85821 0.00 -0.02 -0.02 0.38
H 1.66204 3.23112 -2.75893 -0.01 -0.01 0.03 0.40
```
Forces are in eV/Å.

**Total energy**: -7331.1034 hartree
**Strongest force on any atom**: 1.97 eV/A
**HOMO (alpha / beta)**: -5.12 / -8.52 eV
**LUMO energy (alpha / beta)**: -0.442 / -2.450 eV
**2S+1**: 8



ORCA calculation (ωB97M-V/def2-TZVPD) on C27H21ClN2OPRe as an isolated structure.

The geometry in XYZ format:
```
54
Properties=species:S:1:pos:R:3:forces:R:3:mulliken_charge:R:1
Re 1.61369 0.24952 -0.45870 -0.48 1.01 2.19 1.25
O 1.61792 1.22805 1.19833 -0.19 -0.14 -1.39 -0.32
C 1.88571 1.05482 2.47389 0.24 -0.36 1.04 0.70
C 1.75737 2.14005 3.35837 -0.08 -0.14 -0.47 -0.61
C 1.99450 1.95554 4.69714 0.09 -0.22 0.21 -0.65
C 2.36571 0.69272 5.18098 -0.03 0.05 -0.08 -0.78
C 2.52639 -0.37595 4.31296 0.03 0.04 0.19 -0.90
C 2.30604 -0.21848 2.94908 -0.14 0.42 -0.32 0.57
C 2.56224 -1.27863 2.00084 0.04 -0.09 0.12 0.73
N 2.32998 -1.27282 0.66105 -0.12 0.42 -0.48 -0.03
C 2.76121 -2.49410 0.14754 0.10 -0.32 0.04 -0.21
C 3.25279 -3.22899 1.16826 -0.06 0.04 -0.23 -0.80
N 3.11941 -2.45800 2.29667 -0.06 0.08 0.09 -0.03
H 1.46413 3.10203 2.95955 0.00 0.00 0.01 0.52
H 1.89272 2.78585 5.38250 0.00 -0.01 0.01 0.45
H 2.53670 0.55170 6.23942 0.01 0.00 -0.01 0.46
H 2.82300 -1.33433 4.71924 0.01 0.02 0.04 0.43
H 2.68885 -2.75001 -0.89469 0.00 0.05 0.00 0.51
H 3.68554 -4.21499 1.18123 0.00 0.00 0.04 0.44
H 3.42463 -2.73752 3.21906 0.00 0.02 -0.01 0.19
Cl 1.84662 -0.49758 -2.64057 0.47 -0.49 -1.22 -0.13
C 0.34422 -1.33470 -3.11654 -0.44 -0.24 0.00 0.47
C 0.36163 -2.16129 -4.21192 0.22 0.07 -0.05 -0.67
C -0.82192 -2.83071 -4.52444 -0.07 0.02 0.04 -0.55
C -1.95953 -2.66601 -3.74793 0.01 0.01 0.00 -0.80
C -1.94755 -1.81003 -2.65143 -0.04 0.01 -0.02 -0.56
C -0.78215 -1.12354 -2.32737 0.17 0.19 0.13 0.52
P -0.69514 0.09025 -1.00758 -0.34 -0.39 0.00 1.05
C -2.00556 -0.10400 0.16454 0.20 -0.05 0.02 0.55
C -3.06313 0.80858 0.17502 0.01 0.06 0.02 -0.33
C -4.12872 0.58482 1.03250 -0.02 0.03 -0.01 -0.76
C -4.13149 -0.52577 1.86663 0.01 0.01 -0.01 -0.52
C -3.07127 -1.42921 1.85679 0.02 -0.02 0.00 -0.74
C -2.00258 -1.22392 1.00566 0.04 0.01 -0.05 -0.41
C -0.55952 1.72552 -1.70619 0.40 -0.19 0.27 0.31
C -0.25533 2.77881 -0.81777 0.01 0.08 0.00 -0.07
C -0.07815 4.06001 -1.31836 0.00 0.02 -0.01 -0.92
C -0.21079 4.28976 -2.68130 0.01 0.03 0.06 -0.58
C -0.51755 3.24804 -3.55778 -0.02 -0.12 -0.05 -0.70
C -0.67467 1.96021 -3.08381 0.08 0.12 -0.13 -0.79
H 1.25291 -2.29582 -4.81135 0.00 -0.01 0.01 0.54
H -0.84005 -3.48942 -5.38240 0.01 -0.01 0.00 0.46
H -2.86483 -3.20235 -3.99741 0.00 0.01 -0.01 0.46
H -2.83913 -1.66652 -2.05360 -0.01 -0.02 0.00 0.54
H -3.05968 1.67378 -0.47620 -0.02 -0.01 -0.01 0.45
H -4.95928 1.27726 1.04675 0.00 0.00 0.00 0.47
H -4.96876 -0.69163 2.53140 0.00 0.00 0.00 0.45
H -3.08844 -2.29178 2.50874 0.00 0.00 0.00 0.46
H -1.17531 -1.92575 0.97820 -0.04 -0.04 0.04 0.42
H -0.22596 2.60372 0.25091 0.00 0.02 0.00 0.62
H 0.13952 4.87986 -0.64766 0.00 0.00 0.00 0.47
H -0.08386 5.29225 -3.06860 -0.01 0.00 -0.01 0.46
H -0.63691 3.44901 -4.61396 0.00 0.01 0.00 0.47
H -0.90614 1.15171 -3.76570 -0.03 0.02 0.00 0.50
```
Forces are in eV/Å.

**Total energy**: -2105.0504 hartree
**Strongest force on any atom**: 2.46 eV/A
**HOMO (alpha / beta)**: -17.38 / -17.37 eV
**LUMO energy (alpha / beta)**: -10.678 / -11.971 eV
**2S+1**: 4
**Net charge**: +3



ORCA calculation (ωB97M-V/def2-TZVPD) on C27H21CsN4O3 as an isolated structure.

The geometry in XYZ format:
```
56
Properties=species:S:1:pos:R:3:forces:R:3:mulliken_charge:R:1
Cs -0.69284 1.80947 -0.33593 0.10 -0.05 0.06 0.93
C 0.11571 -1.79080 3.52468 -0.01 -0.05 -0.02 -0.66
O 1.32251 -1.29537 4.07658 0.02 0.07 0.07 -0.52
C 2.20987 -0.78077 3.14011 -0.09 -0.08 -0.12 0.26
C 3.47982 -1.31398 3.10835 0.04 0.01 0.00 -0.46
C 4.45081 -0.83882 2.22156 -0.02 -0.02 0.02 -0.65
C 4.11347 0.19708 1.36452 0.01 0.02 0.03 -0.37
C 2.84373 0.76005 1.39379 -0.05 -0.02 -0.01 0.68
C 2.48488 1.96624 0.62270 -0.03 0.04 -0.06 -0.93
N 2.61993 2.24779 -0.61431 0.11 0.02 0.09 -0.63
N 3.28869 1.32797 -1.41863 -0.06 0.00 0.01 -0.24
C 2.49892 0.75458 -2.28770 0.03 -0.01 -0.02 0.31
O 1.24022 0.85142 -2.40064 -0.14 0.00 0.04 -0.80
C 3.21803 -0.15362 -3.26529 -0.01 0.02 0.00 0.26
C 4.59689 -0.35840 -3.22807 -0.02 0.00 0.00 -0.26
C 5.21202 -1.19306 -4.14847 0.01 0.00 0.00 -0.55
C 4.46096 -1.84032 -5.12474 0.02 -0.01 -0.01 -0.30
C 3.08816 -1.64392 -5.16648 -0.02 0.01 0.01 -0.51
C 2.47390 -0.80766 -4.24186 0.02 -0.01 -0.01 -0.34
C 1.80648 0.26987 2.25214 0.04 0.08 -0.08 0.19
O 0.61488 0.74088 2.20480 0.05 0.07 0.00 -0.84
H -0.48835 -2.15116 4.35921 0.00 -0.02 0.00 0.21
H 0.32251 -2.62923 2.84399 0.00 0.00 0.02 0.25
H -0.42038 -1.01232 2.98282 0.03 -0.01 0.02 0.32
H 3.70072 -2.12512 3.79564 0.00 0.00 0.00 0.36
H 5.43963 -1.28124 2.19825 0.00 0.00 0.01 0.34
H 4.83384 0.58921 0.65670 0.00 0.00 0.00 0.34
H 1.96759 2.73228 1.20646 0.02 -0.03 -0.02 0.73
H 5.16393 0.14950 -2.45943 0.00 0.00 0.01 0.37
H 6.28526 -1.34513 -4.10546 0.00 0.00 0.00 0.35
H 4.94277 -2.49486 -5.84305 0.01 0.00 0.01 0.34
H 2.49239 -2.14654 -5.92109 0.00 0.00 0.00 0.35
H 1.40513 -0.63686 -4.24789 0.00 0.00 0.01 0.39
C -3.50797 -2.82872 3.29928 0.00 0.01 -0.02 -0.41
C -4.39402 -1.77040 3.46884 0.03 0.00 -0.04 -0.54
C -4.43584 -0.74026 2.54466 -0.01 0.01 0.04 -0.23
C -3.58710 -0.76294 1.44103 -0.06 -0.01 0.14 0.03
C -2.71508 -1.82687 1.26184 -0.06 0.05 -0.05 -0.14
C -2.67065 -2.85229 2.19398 0.00 -0.09 0.02 -0.49
N -3.58409 0.26466 0.43861 -0.12 -0.03 -0.07 -0.20
N -4.13909 1.31339 0.79732 0.10 0.03 0.00 -0.19
C -4.21455 2.32707 -0.22908 0.02 -0.10 0.01 0.12
C -4.75903 1.93621 -1.45436 0.02 0.01 -0.09 -0.20
C -4.89450 2.88503 -2.45664 0.03 0.04 0.04 -0.65
C -4.44155 4.17846 -2.20725 0.00 -0.03 0.02 -0.25
C -3.87527 4.49892 -0.97341 0.02 -0.01 -0.06 -0.31
C -3.75110 3.60401 0.10939 -0.06 0.01 0.04 -0.64
H -3.46914 -3.62667 4.03081 0.02 -0.01 -0.01 0.38
H -5.04942 -1.74832 4.33149 -0.01 0.01 0.00 0.34
H -5.10726 0.09882 2.66230 0.00 0.01 0.00 0.45
H -2.06976 -1.83688 0.39360 0.05 0.04 -0.02 0.41
H -1.96582 -3.66373 2.06180 -0.02 0.00 0.01 0.38
H -5.07629 0.90986 -1.60962 0.00 0.01 -0.01 0.29
H -5.33209 2.62271 -3.41357 0.00 -0.01 0.00 0.32
H -4.53087 4.93671 -2.98191 0.00 0.00 0.00 0.33
H -3.52157 5.52401 -0.85234 0.00 0.00 0.00 0.27
```
Forces are in eV/Å.

**Total energy**: -1506.3016 hartree
**Strongest force on any atom**: 0.17 eV/A
**HOMO**: -1.41 eV
**LUMO energy**: 4.119 eV
**2S+1**: 1
**Net charge**: -2



ORCA calculation (ωB97M-V/def2-TZVPD) on C27H22BrCoNO5SSe as an isolated structure.

The geometry in XYZ format:
```
59
Properties=species:S:1:pos:R:3:forces:R:3:mulliken_charge:R:1
Co 0.07018 -0.16951 0.78761 -0.22 0.52 -0.44 0.19
Br -1.00915 2.74818 2.23304 0.07 0.05 -0.13 -0.20
C -0.97109 1.74404 3.83884 0.08 -0.08 -0.07 0.58
C -1.01003 2.47063 4.99308 -0.01 0.18 -0.08 -0.73
C -1.04766 1.81602 6.23535 0.01 0.03 0.13 -0.47
C -1.09131 0.45787 6.26311 0.00 -0.07 0.01 -0.91
C -1.07076 -0.30483 5.06807 -0.07 -0.13 0.18 1.07
C -1.19580 -1.70808 5.15517 0.01 -0.07 -0.04 -0.86
C -1.22145 -2.45092 4.01212 0.00 0.04 0.09 -1.20
C -1.04167 -1.82530 2.76697 -0.09 0.08 -0.11 -0.35
C -0.84961 -0.46580 2.58083 0.07 -0.18 0.17 0.63
C -0.94935 0.31752 3.78965 -0.10 0.04 -0.25 0.40
H -1.02439 3.55144 4.94140 0.01 -0.02 0.00 0.37
H -1.06031 2.39536 7.15134 -0.01 0.00 -0.01 0.35
H -1.15143 -0.07495 7.20544 -0.01 -0.02 0.03 0.29
H -1.27358 -2.16698 6.13386 -0.02 -0.02 0.04 0.27
H -1.32879 -3.52877 4.05925 -0.01 -0.02 0.00 0.39
H -1.00217 -2.47422 1.89930 0.00 -0.02 0.03 0.31
O 0.67923 -6.12864 -2.84625 0.88 -0.25 0.08 -0.72
C -0.15803 -5.26267 -3.11740 -0.71 -0.20 0.80 0.41
O -1.05061 -5.28427 -3.97800 -0.38 0.32 -0.74 -0.75
C -0.22993 -4.06236 -2.13418 0.17 0.23 -0.12 0.26
C -1.26466 -3.13372 -2.22885 0.07 -0.12 -0.08 -0.88
C -1.31553 -2.07051 -1.35080 -0.25 0.04 -0.05 -0.57
N -0.39944 -1.87475 -0.40722 0.20 0.18 -0.02 0.31
C 0.58450 -2.76781 -0.28754 0.09 -0.15 -0.02 0.96
C 0.70388 -3.87312 -1.12370 -0.08 0.12 0.17 -1.17
C 1.55630 -2.46264 0.84370 -0.04 -0.17 -0.10 0.54
O 2.35301 -3.31406 1.20042 0.29 -0.34 -0.01 -0.77
O 1.45189 -1.29086 1.34706 0.21 0.21 0.32 -0.59
H -2.00641 -3.27164 -3.00268 -0.04 0.00 -0.02 0.48
H -2.12496 -1.34719 -1.37850 0.07 -0.05 -0.05 0.65
H 1.50875 -4.57812 -0.97996 0.03 -0.01 -0.01 0.58
Se 1.77990 1.83019 0.11249 0.02 0.01 0.06 -0.30
C 2.51515 1.24471 -1.54110 0.13 -0.04 0.13 -0.74
C 2.93536 2.16818 -2.50204 -0.03 0.10 0.10 -0.30
C 3.40191 1.76204 -3.73885 0.06 -0.01 -0.18 -0.56
C 3.45967 0.41342 -4.06085 0.03 0.05 -0.10 -0.50
C 3.06351 -0.51663 -3.11140 0.03 -0.19 -0.13 -0.61
C 2.61207 -0.11071 -1.87199 -0.09 0.06 0.23 0.23
H 2.88191 3.22193 -2.26252 0.00 0.10 0.02 0.40
H 3.71689 2.50759 -4.46072 0.01 0.02 -0.04 0.35
H 3.80681 0.09192 -5.03318 0.03 -0.02 -0.07 0.37
H 3.09842 -1.57500 -3.33673 0.02 -0.05 -0.02 0.46
H 2.32858 -0.84702 -1.13392 -0.03 -0.04 0.02 0.46
O -1.34115 0.87773 -0.37479 -0.35 -0.42 0.78 -0.31
S -1.96304 1.35111 -1.63326 0.30 0.17 -0.21 0.08
C -2.49095 3.04456 -1.26309 0.09 0.09 -0.21 -0.80
C -1.26647 3.92575 -1.47334 0.00 -0.03 0.01 -0.34
C -0.63641 3.43975 -2.77732 -0.05 0.01 0.07 -0.72
C -0.55890 1.92435 -2.65251 -0.14 -0.12 -0.15 0.50
H -2.87233 3.01401 -0.24751 -0.05 0.01 0.14 0.36
H -3.30214 3.28923 -1.95205 -0.03 0.03 -0.06 0.42
H -0.55670 3.76457 -0.66070 0.06 -0.03 0.05 0.01
H -1.53103 4.98195 -1.49892 -0.03 0.10 -0.02 0.42
H 0.36115 3.85030 -2.92930 0.05 0.02 0.02 0.33
H -1.25582 3.73245 -3.63010 -0.03 0.01 -0.04 0.32
H 0.30181 1.62786 -2.04360 -0.20 0.03 -0.08 -1.01
H -0.54781 1.37641 -3.59316 -0.01 0.04 -0.04 0.60
```
Forces are in eV/Å.

**Total energy**: -8229.5208 hartree
**Strongest force on any atom**: 1.09 eV/A
**HOMO (alpha / beta)**: -1.97 / -1.95 eV
**LUMO energy (alpha / beta)**: 3.791 / 3.792 eV
**2S+1**: 2
**Net charge**: -2